1.
Entry from the OMol25 dataset: a structure of composition C3H2CrLiO2 in a non-equilibrium geometry (ωB97M-V/def2-TZVPD).

Geometry as XYZ:
```
9
Properties=species:S:1:pos:R:3:forces:R:3
C -0.304 1.391 -1.311 -1.3 0.8 1.6
C 0.443 1.361 -0.315 1.5 -0.1 -1.2
H -1.226 1.905 -1.570 -0.1 -0.2 -1.0
H 1.484 1.519 -0.054 0.0 0.0 0.7
O 0.278 -0.369 1.584 2.3 -0.7 2.4
C 0.904 -1.264 0.959 -7.0 1.1 -2.1
O 0.252 -1.854 0.082 3.6 -1.2 0.5
Li -0.366 -0.874 -1.558 0.2 -0.4 -1.0
Cr -1.463 -1.818 2.182 0.8 0.7 0.2
```
Forces are in eV/Å.

Multiplicity ... 5
E_LUMO (spin up / spin down) ... -18.5 / -16.9 eV
Kohn-Sham gap (spin up / spin down) ... 0.189 / 0.305 Eh
Electronic energy ... -35822.273 eV
Total charge ... +3

Atom-resolved charges from Mulliken, all expressed in e: C -0.49; C 0.08; H 0.41; H 0.45; O -0.40; C 0.90; O -0.53; Li 0.95; Cr 1.63

2.
Entry from the OMol25 dataset: a structure of composition C10H17NO2S in a non-equilibrium geometry (ωB97M-V/def2-TZVPD).

Geometry as XYZ:
```
31
Properties=species:S:1:pos:R:3:forces:R:3
C 2.352 1.331 0.304 0.4 -0.5 1.5
C -2.518 1.047 -1.886 0.7 -0.1 0.8
C 1.281 0.798 1.259 0.8 -0.2 1.2
C 1.844 1.214 -1.100 0.6 -0.1 -2.0
C 1.849 -1.638 0.547 1.5 -0.2 0.7
C 2.388 -1.178 -0.861 -0.3 -0.9 0.1
C 0.763 -0.624 0.849 -1.4 -0.5 0.0
C 1.231 -0.208 -1.317 0.7 0.3 -1.2
C -3.019 -0.271 1.680 -2.3 0.1 0.1
C -2.793 -0.648 0.196 0.8 -1.7 0.1
N 0.166 -0.642 -0.503 -1.8 0.8 1.9
O 3.449 1.696 0.695 -1.0 -0.1 -0.9
O -1.813 1.811 0.575 0.9 -0.9 -1.1
S -1.738 0.706 -0.430 -1.3 1.8 -0.3
H -2.539 1.993 -2.410 0.4 0.1 0.4
H -2.371 0.163 -2.462 -0.3 -0.6 -0.8
H 1.633 0.807 2.355 -0.4 0.0 -1.7
H 0.500 1.552 1.121 -0.5 -0.3 0.4
H 1.103 1.983 -1.391 0.4 -0.2 0.4
H 2.684 1.202 -1.865 -0.8 0.6 1.0
H 1.544 -2.746 0.524 0.1 1.9 0.2
H 2.621 -1.485 1.311 0.1 -0.5 -0.1
H 3.359 -0.577 -0.819 -1.1 -1.4 -0.2
H 2.423 -2.173 -1.375 0.5 1.4 -0.4
H 0.055 -1.030 1.610 0.4 0.5 -0.5
H 0.825 -0.238 -2.341 0.9 -0.3 0.0
H -2.124 -0.286 2.330 -0.3 0.6 -0.8
H -3.588 0.728 1.590 1.3 -1.4 0.9
H -3.714 -0.968 2.238 0.5 0.4 -1.1
H -3.709 -0.765 -0.469 1.1 0.5 1.2
H -2.142 -1.556 0.045 -0.7 0.7 0.3
```
Forces are in eV/Å.

Relative energy (zero: lowest compared OMol25 entry of this formula, charge and spin) ... 87.53 kcal per mole
E_LUMO (spin up / spin down) ... -0.8 / -0.3 eV
Kohn-Sham gap (spin up / spin down) ... 0.271 / 0.288 Eh
Electronic energy ... -27060.336 eV

Atom-resolved charges from Mulliken, all expressed in e: C 0.26; C -1.07; C -0.53; C -0.86; C -0.80; C -0.74; C 0.09; C -0.09; C -0.96; C -0.47; N -0.44; O -0.60; O -0.71; S 1.10; H 0.32; H 0.37; H 0.37; H 0.32; H 0.35; H 0.38; H 0.38; H 0.31; H 0.32; H 0.32; H 0.29; H 0.49; H 0.23; H 0.27; H 0.36; H 0.39; H 0.31

3.
Entry from the OMol25 dataset: a structure of composition C25H27N5O4PtS (ωB97M-V/def2-TZVPD).

Geometry as XYZ:
```
63
Properties=species:S:1:pos:R:3:forces:R:3
Pt -0.370 -0.262 -1.361 0.1 0.1 -0.1
S 1.791 -0.368 -0.675 0.0 0.0 -0.1
C 1.917 1.332 -0.276 -0.1 -0.1 0.0
N 2.960 1.921 0.207 0.0 0.0 0.0
N 4.039 1.176 0.384 -0.1 0.0 0.0
C 5.186 1.701 0.979 0.1 0.0 0.0
C 5.260 3.035 1.373 0.0 0.0 0.0
C 6.424 3.507 1.958 0.0 0.0 0.0
C 7.516 2.674 2.158 0.0 0.0 0.0
C 7.433 1.346 1.761 0.0 0.0 0.0
C 6.278 0.859 1.175 0.0 0.0 0.0
N 0.816 2.177 -0.371 0.1 0.0 0.0
N -0.233 1.628 -0.768 -0.1 0.0 -0.1
C -1.374 2.504 -0.826 0.0 0.1 0.0
C -1.290 3.689 -1.536 0.0 0.0 0.0
C -2.400 4.520 -1.587 0.0 0.0 0.0
C -3.564 4.164 -0.923 0.0 0.0 0.0
C -3.626 2.973 -0.209 0.0 0.0 0.0
C -2.532 2.125 -0.163 0.1 0.0 0.0
H 3.999 0.186 0.171 0.0 0.0 0.0
H 4.411 3.684 1.218 0.0 0.0 0.0
H 6.474 4.545 2.261 0.0 0.0 0.0
H 8.419 3.054 2.614 0.0 0.0 0.0
H 8.274 0.681 1.908 0.0 0.0 0.0
H 6.218 -0.178 0.864 0.0 0.0 0.0
H -0.366 3.945 -2.038 0.0 0.0 0.0
H -2.354 5.447 -2.144 0.0 0.0 0.0
H -4.427 4.816 -0.962 0.0 0.0 0.0
H -4.535 2.703 0.313 0.0 0.0 0.0
H -2.544 1.189 0.380 0.0 0.0 0.0
C -0.927 -7.024 -2.361 0.0 0.0 0.0
O -2.223 -6.462 -2.491 0.0 0.0 0.0
C -2.335 -5.120 -2.416 0.0 0.0 0.0
C -3.653 -4.622 -2.555 0.0 0.0 0.0
C -3.851 -3.281 -2.500 0.0 0.0 0.0
C -2.796 -2.351 -2.291 0.0 0.0 0.0
C -3.096 -0.955 -2.304 0.0 0.0 0.0
C -4.472 -0.463 -2.670 0.0 0.0 0.0
O -2.286 -0.037 -2.030 -0.1 -0.1 0.0
C -1.472 -2.865 -2.131 0.0 0.0 0.0
O -0.398 -2.168 -1.947 0.0 0.0 0.1
C -1.279 -4.267 -2.216 0.0 0.0 0.0
H -1.056 -8.098 -2.452 0.0 0.0 0.0
H -0.493 -6.789 -1.387 0.0 0.0 0.0
H -0.263 -6.666 -3.150 0.0 0.0 0.0
H -4.464 -5.320 -2.704 0.0 0.0 0.0
H -4.860 -2.907 -2.609 0.0 0.0 0.0
H -4.821 -0.896 -3.605 0.0 0.0 0.0
H -4.437 0.620 -2.750 0.0 0.0 0.0
H -5.183 -0.733 -1.886 0.0 0.0 0.0
H -0.264 -4.614 -2.100 0.0 0.0 0.0
C -0.285 0.308 5.116 0.0 0.0 0.0
N -0.395 0.332 3.666 0.1 0.0 0.0
C 0.691 0.823 2.830 0.0 0.0 0.0
C -1.478 -0.193 3.068 -0.1 -0.1 0.1
O -1.627 -0.315 1.865 0.0 0.1 0.0
H 0.650 0.781 5.406 0.0 0.0 0.0
H -0.278 -0.711 5.506 0.0 0.0 0.0
H -1.099 0.861 5.588 0.0 0.0 0.0
H 1.411 1.354 3.448 0.0 0.0 0.0
H 0.297 1.513 2.086 0.0 0.0 0.0
H 1.191 0.007 2.304 0.0 0.0 0.0
H -2.249 -0.516 3.789 0.0 0.0 0.0
```
Forces are in eV/Å.

Relative energy (zero: lowest compared OMol25 entry of this formula, charge and spin) ... 3.62 kcal per mole
E_LUMO (spin up / spin down) ... -0.5 / -0.5 eV
Kohn-Sham gap (spin up / spin down) ... 0.244 / 0.244 Eh
Electronic energy ... -56085.129 eV

Atom-resolved charges from Mulliken, all expressed in e: Pt 0.57; S -0.66; C 0.18; N -0.45; N 0.28; C 0.51; C -0.29; C -0.50; C -0.55; C -0.51; C -0.47; N -0.81; N 1.23; C 0.34; C -0.61; C -0.53; C -0.51; C -0.84; C 0.10; H 0.23; H 0.40; H 0.35; H 0.37; H 0.35; H 0.34; H 0.44; H 0.38; H 0.40; H 0.42; H 0.37; C -0.81; O -0.44; C 1.04; C -1.05; C -0.78; C -0.47; C 1.70; C -1.62; O -0.76; C 0.54; O -0.92; C -0.37; H 0.23; H 0.33; H 0.34; H 0.43; H 0.37; H 0.48; H 0.33; H 0.38; H 0.47; C -0.88; N 0.18; C -0.54; C -0.27; O -0.50; H 0.28; H 0.33; H 0.33; H 0.31; H 0.11; H 0.27; H 0.40

4.
Entry from the OMol25 dataset: an isolated molecule of C18H21NO6 in a non-equilibrium geometry (ωB97M-V/def2-TZVPD).

Geometry as XYZ:
```
46
Properties=species:S:1:pos:R:3:forces:R:3
C 4.555 0.120 0.309 0.1 0.2 0.1
H 5.376 -0.400 0.799 0.0 0.1 0.0
O 3.740 -0.893 -0.241 -0.2 -0.2 -0.1
C 2.565 -0.520 -0.826 -0.2 0.1 -0.1
C 2.166 0.789 -1.051 0.4 -0.2 0.1
C 0.927 1.065 -1.611 -0.4 -0.1 -0.2
C 0.070 0.034 -1.962 0.1 0.0 0.0
C 0.483 -1.285 -1.759 0.0 0.1 0.0
C 1.710 -1.558 -1.203 0.1 0.2 -0.1
H 2.031 -2.575 -1.046 0.0 -0.2 0.0
H -0.183 -2.083 -2.046 -0.1 -0.1 0.0
O -1.177 0.178 -2.509 0.1 -0.3 0.1
C -1.637 1.462 -2.875 -0.2 0.5 0.2
C -2.239 2.273 -1.714 0.2 -0.2 -0.3
O -3.561 1.867 -1.406 -0.1 0.1 -0.1
C -3.665 0.669 -0.674 0.1 -0.1 0.5
C -3.341 0.864 0.818 -0.5 -0.2 -0.4
O -1.954 0.900 1.092 0.1 0.0 0.0
C -1.239 -0.226 1.225 0.3 0.0 0.1
C -1.748 -1.520 1.097 -0.2 0.3 -0.1
C -0.948 -2.624 1.311 0.3 0.1 0.1
C 0.390 -2.502 1.672 -0.2 0.1 0.0
C 0.908 -1.227 1.788 -0.2 0.2 0.0
C 0.125 -0.100 1.559 -0.6 -1.1 -0.1
N 0.765 1.176 1.638 0.3 0.7 0.1
O 1.889 1.209 2.108 0.3 0.1 0.2
O 0.190 2.157 1.216 0.1 0.2 0.0
H 1.945 -1.078 2.050 0.1 0.0 0.0
C 1.245 -3.704 1.923 0.0 0.0 0.1
H 2.279 -3.497 1.658 0.1 -0.1 0.0
H 1.214 -3.971 2.979 0.1 -0.1 0.0
H 0.893 -4.556 1.348 0.0 -0.1 0.0
H -1.378 -3.608 1.193 -0.1 -0.1 0.0
H -2.777 -1.669 0.815 -0.1 0.0 0.0
H -3.703 1.849 1.124 0.0 -0.2 0.0
H -3.838 0.098 1.423 0.0 0.0 0.0
H -3.024 -0.109 -1.104 -0.1 0.0 0.1
H -4.711 0.367 -0.768 0.1 -0.1 0.1
H -2.334 3.315 -2.029 0.1 0.0 0.0
H -1.597 2.225 -0.828 0.0 0.1 -0.1
H -0.837 2.037 -3.355 0.0 0.0 0.0
H -2.427 1.276 -3.610 0.1 0.1 0.1
H 0.647 2.098 -1.745 -0.1 0.1 0.0
H 2.799 1.618 -0.779 0.1 0.1 0.1
H 4.958 0.776 -0.469 0.0 0.0 0.0
H 4.006 0.714 1.045 0.0 0.0 -0.1
```
Forces are in eV/Å.

SMILES ... COc1ccc(OCCOCCOc2ccc(C)cc2[N+](=O)[O-])cc1
Relative energy (zero: lowest compared OMol25 entry of this formula, charge and spin) ... 86.70 kcal per mole
E_LUMO ... -0.3 eV
Kohn-Sham gap ... 0.278 Eh
Electronic energy ... -32777.772 eV

Atom-resolved charges from Mulliken, all expressed in e: C -0.77; H 0.25; O -0.49; C 0.36; C -0.70; C -0.26; C 0.55; C -0.58; C -0.22; H 0.54; H 0.43; O -0.51; C -0.89; C 0.01; O -0.49; C -0.20; C -0.92; O -0.54; C 1.26; C -0.25; C -1.18; C 0.59; C -0.08; C -0.51; N 1.20; O -0.74; O -0.63; H 0.58; C -1.87; H 0.37; H 0.42; H 0.40; H 0.39; H 0.38; H 0.38; H 0.46; H 0.30; H 0.41; H 0.40; H 0.10; H 0.43; H 0.36; H 0.34; H 0.32; H 0.32; H 0.27

5.
Entry from the OMol25 dataset: an isolated molecule of CH3FOS in a non-equilibrium geometry (ωB97M-V/def2-TZVPD).

Geometry as XYZ:
```
7
Properties=species:S:1:pos:R:3:forces:R:3
C 0.285 1.235 -0.686 -1.1 -0.4 -1.6
O -0.064 -0.136 -0.627 0.5 0.5 -0.2
F -0.168 1.944 0.384 0.5 -0.2 0.3
S 0.770 -1.392 0.191 0.2 0.9 0.0
H 1.314 1.385 -0.935 1.2 -0.1 1.0
H -0.186 1.709 -1.591 -0.4 -1.0 0.8
H 2.106 -1.033 0.207 -0.9 0.2 -0.4
```
Forces are in eV/Å.

SMILES ... FCOS
Relative energy (zero: lowest compared OMol25 entry of this formula, charge and spin) ... 31.24 kcal per mole
E_LUMO ... 0.4 eV
Kohn-Sham gap ... 0.356 Eh
Electronic energy ... -16684.133 eV

Atom-resolved charges from Mulliken, all expressed in e: C 0.00; O -0.30; F -0.24; S -0.01; H 0.25; H 0.17; H 0.14

6.
Entry from the OMol25 dataset: a cluster of 2 separate species, C6H14ClNS in total in a non-equilibrium geometry (ωB97M-V/def2-TZVPD).

Geometry as XYZ:
```
23
Properties=species:S:1:pos:R:3:forces:R:3
C 2.045 0.159 1.460 3.2 1.6 0.7
C -1.590 1.787 -0.442 -1.0 2.8 -3.5
C 0.765 -2.256 -0.309 -1.5 3.1 1.2
C 0.535 0.287 1.350 0.9 2.2 -1.5
C -0.124 1.512 -0.758 -1.2 -0.1 0.0
C 0.071 -0.872 -0.729 -0.2 -2.0 -2.2
N 0.172 0.260 -0.091 1.4 -0.3 0.8
S -0.758 -0.905 -2.212 1.0 -0.3 -0.1
Cl -3.334 -1.439 -0.467 -0.5 -0.3 0.1
H 2.478 -0.846 1.203 -0.7 1.1 0.4
H 2.567 0.894 0.695 -1.2 -1.4 1.4
H 2.557 0.458 2.488 -1.5 -0.6 -1.9
H -2.191 1.418 -1.376 0.8 0.9 1.9
H -1.945 1.231 0.386 -0.3 -0.2 1.0
H -1.722 2.956 -0.313 -0.2 -2.4 -0.1
H 1.452 -1.994 0.554 -1.0 -1.3 -1.1
H -0.134 -2.878 -0.075 1.3 0.0 -0.1
H 1.272 -2.482 -1.239 0.1 -0.6 0.2
H -0.055 -0.416 1.817 -0.8 -2.2 1.1
H 0.095 1.220 1.770 0.8 -0.2 -0.4
H 0.115 1.543 -1.848 -0.3 -0.6 0.9
H 0.479 2.263 -0.329 0.9 0.8 0.9
H -2.751 -1.900 -1.534 0.0 0.2 0.4
```
Forces are in eV/Å.

SMILES ... CCN(CC)C(C)=S.Cl
Relative energy (zero: lowest compared OMol25 entry of this formula, charge and spin) ... 0.00 kcal per mole
E_LUMO ... 0.7 eV
Kohn-Sham gap ... 0.318 Eh
Electronic energy ... -31295.346 eV

Atom-resolved charges from Mulliken, all expressed in e: C -0.84; C -0.79; C -1.02; C -0.96; C -0.91; C 0.39; N 0.18; S -0.36; Cl -0.28; H 0.35; H 0.24; H 0.32; H 0.24; H 0.30; H 0.29; H 0.12; H 0.26; H 0.39; H 0.47; H 0.43; H 0.49; H 0.45; H 0.24